Record 1
{"formula": "C27H31GaGeN6O3S2", "method": "the ωB97M-V functional and the def2-TZVPD basis", "spin_multiplicity": 2, "homo_energy_ev": [-9.51, -11.29], "total_charge": 1, "homo_lumo_gap_ev": [7.38, 8.20], "elements": ["Ga", "N", "C", "C", "N", "C", "C", "N", "C", "C", "N", "H", "H", "H", "H", "H", "H", "N", "C", "C", "C", "N", "H", "H", "H", "H", "H", "H", "H", "H", "H", "H", "O", "S", "O", "O", "S", "C", "C", "C", "C", "C", "C", "Ge", "C", "C", "C", "C", "C", "C", "C", "C", "C", "C", "C", "C", "H", "H", "H", "H", "H", "H", "H", "H", "H", "H", "H", "H", "H", "H", "H"], "xyz": [[0.9866, 0.6064, 0.6159], [-1.9515, 0.5633, 3.4782], [-1.9068, 1.9385, 3.4424], [-0.7342, 2.2530, 2.8408], [-0.0571, 1.0927, 2.5205], [-0.8296, 0.0939, 2.9102], [-0.5126, -1.3099, 2.6857], [0.6631, -1.8508, 2.9132], [0.5332, -3.1609, 2.5283], [-0.7307, -3.3987, 2.0678], [-1.3968, -2.2074, 2.1814], [-2.6766, 0.0057, 3.8974], [-2.6961, 2.5502, 3.8407], [-0.3423, 3.2256, 2.6008], [1.3443, -3.8633, 2.6290], [-1.2058, -4.2855, 1.6860], [-2.2952, -2.0000, 1.7644], [2.7254, 1.2496, 1.5865], [3.8420, 0.2645, 1.5575], [4.4224, 0.0855, 0.1629], [3.5354, -0.6935, -0.7958], [2.2974, 0.0460, -1.1011], [3.0621, 2.1682, 1.3062], [2.3899, 1.3428, 2.5434], [3.4353, -0.6772, 1.9327], [4.6234, 0.5891, 2.2451], [5.3681, -0.4492, 0.2632], [4.6738, 1.0628, -0.2657], [3.2444, -1.6423, -0.3409], [4.0876, -0.9255, -1.7085], [1.6582, -0.5289, -1.6470], [2.4871, 0.8725, -1.6627], [-0.9462, 0.1398, -1.9270], [-1.5705, 1.1500, -0.9251], [-1.8892, 0.4401, 0.2896], [-2.6160, 1.8887, -1.5591], [0.0342, 2.3777, -0.5643], [-3.5357, 0.0338, -6.7639], [-2.2568, 0.4180, -6.3820], [-1.7463, 0.0033, -5.1625], [-2.5136, -0.7986, -4.3166], [-3.7966, -1.1773, -4.7059], [-4.3055, -0.7614, -5.9287], [-1.8030, -1.3795, -2.6366], [-0.2435, -2.5123, -2.7074], [0.4012, -2.8590, -1.5170], [1.5132, -3.6880, -1.5361], [1.9982, -4.1702, -2.7466], [1.3679, -3.8273, -3.9338], [0.2475, -3.0047, -3.9143], [-3.1167, -1.9997, -1.3608], [-4.1708, -1.1732, -0.9667], [-5.0843, -1.6064, -0.0183], [-4.9641, -2.8764, 0.5350], [-3.9355, -3.7168, 0.1298], [-3.0130, -3.2773, -0.8143], [-3.9342, 0.3604, -7.7156], [-1.6616, 1.0442, -7.0338], [-0.7529, 0.3191, -4.8635], [-4.4057, -1.7950, -4.0556], [-5.3034, -1.0555, -6.2262], [0.0328, -2.4847, -0.5651], [1.9926, -3.9696, -0.6059], [2.8633, -4.8209, -2.7624], [1.7433, -4.2057, -4.8757], [-0.2447, -2.7476, -4.8458], [-4.2674, -0.1751, -1.3800], [-5.8928, -0.9554, 0.2878], [-5.6847, -3.2183, 1.2671], [-3.8621, -4.7182, 0.5366], [-2.2130, -3.9393, -1.1278]], "forces_ev_per_a": [[0.0, -0.1, 0.1], [0.0, 0.0, 0.0], [0.0, 0.0, 0.0], [0.1, 0.0, 0.0], [-0.2, 0.0, -0.1], [0.1, 0.0, 0.0], [0.0, 0.0, 0.1], [0.0, 0.0, 0.0], [0.0, 0.0, 0.0], [0.0, 0.0, 0.0], [0.0, -0.1, -0.1], [0.0, 0.0, 0.0], [0.0, 0.0, 0.0], [0.0, 0.0, 0.0], [0.0, 0.0, 0.0], [0.0, 0.0, 0.0], [0.0, 0.0, 0.0], [0.0, 0.1, 0.1], [0.0, 0.0, 0.0], [0.0, 0.0, 0.0], [0.0, 0.0, 0.0], [0.0, 0.0, -0.1], [0.0, 0.0, 0.0], [0.0, 0.0, 0.0], [0.0, 0.0, 0.0], [0.0, 0.0, 0.0], [0.0, 0.0, 0.0], [0.0, 0.0, 0.0], [0.0, 0.0, 0.0], [0.0, 0.0, 0.0], [0.0, 0.0, -0.1], [0.0, 0.0, 0.0], [0.0, -0.1, 0.1], [0.1, 0.3, -0.2], [-0.1, -0.1, 0.2], [0.0, 0.0, 0.0], [0.0, 0.0, 0.0], [0.0, 0.0, 0.0], [0.0, 0.0, 0.0], [0.0, 0.0, 0.0], [0.0, 0.0, -0.1], [0.0, 0.0, 0.0], [0.0, 0.0, 0.0], [0.0, 0.1, 0.1], [0.0, 0.0, 0.0], [0.0, 0.0, 0.0], [0.0, 0.0, 0.0], [0.0, 0.0, 0.0], [0.0, 0.0, 0.0], [0.0, 0.0, 0.0], [0.0, 0.0, 0.0], [0.0, 0.0, 0.0], [0.0, 0.0, 0.0], [0.0, 0.0, 0.0], [0.0, 0.0, 0.0], [0.0, 0.0, 0.0], [0.0, 0.0, 0.0], [0.0, 0.0, 0.0], [0.0, 0.0, 0.0], [0.0, 0.0, 0.0], [0.0, 0.0, 0.0], [0.0, 0.0, 0.0], [0.0, 0.0, 0.0], [0.0, 0.0, 0.0], [0.0, 0.0, 0.0], [0.0, 0.0, 0.0], [0.0, 0.0, 0.0], [0.0, 0.0, 0.0], [0.0, 0.0, 0.0], [0.0, 0.0, 0.0], [0.0, 0.0, 0.0]]}

Record 2
{"formula": "C5H8N2", "method": "the ωB97M-V functional and the def2-TZVPD basis", "homo_energy_ev": -7.28, "total_charge": 0, "homo_lumo_gap_ev": 7.82, "elements": ["C", "N", "C", "C", "C", "N", "C", "H", "H", "H", "H", "H", "H", "H", "H"], "xyz": [[-0.6233, 1.6781, 0.1076], [-0.0765, 0.4800, -0.4948], [0.5456, 0.3656, -1.7060], [1.3611, -0.7627, -1.8398], [1.1791, -1.2972, -0.5652], [0.3709, -0.5555, 0.2608], [-0.4369, -1.0758, 1.3463], [0.1220, 2.1841, 0.7315], [-1.5118, 1.4565, 0.7058], [-0.9119, 2.3444, -0.7077], [0.3335, 1.1626, -2.4168], [1.5761, -2.2103, -0.1240], [0.0159, -2.0189, 1.6580], [-1.4576, -1.2752, 1.0016], [-0.4613, -0.3968, 2.2031]], "forces_ev_per_a": [[-0.1, 0.1, 0.0], [0.2, -0.1, -0.2], [-0.1, 0.2, -0.1], [-0.2, 0.1, 0.3], [0.1, -0.2, 0.1], [0.1, -0.1, -0.3], [0.0, 0.0, 0.1], [-0.1, -0.1, -0.1], [0.1, 0.0, -0.1], [0.0, -0.1, 0.1], [0.1, -0.1, 0.1], [-0.1, 0.1, -0.1], [-0.1, 0.2, 0.0], [0.1, 0.0, 0.1], [0.0, 0.0, -0.1]]}

Number 1: energy -6399.7204 Ha. Number 2: energy -304.7021 Ha.